(1)
DFT (ωB97M-V/def2-TZVPD) results for C53H59N4O3PdS2SiTe as an isolated structure.

Structure (XYZ):
```
124
Properties=species:S:1:pos:R:3
Pd 0.232 0.172 -1.548
C -4.726 -0.763 0.876
C -4.051 -0.297 -0.368
C -4.557 0.286 -1.512
C -3.430 0.576 -2.313
N -2.320 0.191 -1.708
N -2.717 -0.328 -0.535
C -3.383 1.230 -3.655
H -5.780 -0.955 0.674
H -4.658 -0.005 1.659
H -4.278 -1.682 1.253
H -5.593 0.482 -1.735
H -2.008 -0.711 0.074
H -4.381 1.265 -4.095
H -2.710 0.679 -4.312
H -3.004 2.251 -3.575
O -0.081 -1.977 -1.882
Si 0.071 -3.246 -0.963
C -1.607 -3.803 -0.243
C -2.733 -3.574 -1.044
C -3.984 -4.064 -0.696
C -4.145 -4.789 0.479
C -3.047 -5.015 1.298
C -1.796 -4.529 0.935
C 0.555 -4.751 -2.028
C 0.417 -4.652 -3.414
C 0.680 -5.731 -4.249
C 1.092 -6.943 -3.709
C 1.237 -7.064 -2.333
C 0.969 -5.979 -1.508
C 1.303 -3.199 0.466
C 2.630 -3.599 0.284
C 3.558 -3.527 1.313
C 3.173 -3.056 2.561
C 1.865 -2.642 2.767
C 0.949 -2.706 1.724
H -2.614 -2.988 -1.950
H -4.838 -3.864 -1.333
H -5.122 -5.169 0.757
H -3.165 -5.570 2.223
H -0.949 -4.719 1.586
H 0.103 -3.701 -3.832
H 0.566 -5.626 -5.322
H 1.301 -7.787 -4.357
H 1.562 -8.006 -1.903
H 1.088 -6.090 -0.435
H 2.948 -3.962 -0.688
H 4.584 -3.830 1.138
H 3.896 -2.995 3.368
H 1.554 -2.254 3.729
H -0.060 -2.350 1.903
S 2.722 -0.331 -1.927
C 3.622 1.015 -2.197
N 3.354 2.018 -3.057
C 4.120 3.248 -2.901
C 5.389 2.941 -2.088
S 5.153 1.292 -1.365
H 2.343 2.189 -3.234
H 3.505 3.991 -2.393
H 4.375 3.639 -3.888
H 5.506 3.667 -1.284
H 6.288 2.945 -2.703
C 1.003 0.946 -6.149
C 1.579 -0.387 -5.670
C 0.378 -1.066 -5.002
O -0.574 -0.040 -4.722
C -0.034 1.232 -5.074
H 0.526 0.835 -7.129
H 1.755 1.735 -6.217
H 2.363 -0.216 -4.929
H 1.995 -0.990 -6.480
H 0.642 -1.554 -4.062
H -0.099 -1.803 -5.662
H 0.402 1.717 -4.196
H -0.858 1.864 -5.418
C 0.033 -1.169 7.602
C 0.122 -0.582 6.217
C 1.276 0.048 5.772
C 1.369 0.586 4.488
C 2.687 1.203 4.088
C 0.283 0.525 3.593
Te 0.602 1.245 1.406
N 0.642 2.049 -0.770
C 0.851 3.180 -1.348
O 0.844 3.440 -2.611
C 1.151 4.393 -0.473
C 0.502 5.601 -0.726
C 0.754 6.724 0.048
C 1.690 6.671 1.075
C 2.365 5.482 1.317
C 2.093 4.353 0.553
C -0.973 2.670 1.672
C -1.943 2.703 0.668
C -3.024 3.568 0.735
C -3.142 4.439 1.810
C -2.159 4.443 2.785
C -1.064 3.575 2.735
C -0.002 3.707 3.791
C -0.872 -0.128 4.047
C -2.077 -0.317 3.160
C -0.944 -0.663 5.334
H 0.873 -0.844 8.218
H 0.044 -2.262 7.575
H -0.890 -0.867 8.103
H 2.131 0.121 6.441
H 3.320 1.367 4.964
H 2.545 2.149 3.566
H 3.228 0.553 3.393
H -0.204 5.633 -1.546
H 0.224 7.649 -0.153
H 1.894 7.549 1.678
H 3.103 5.428 2.111
H 2.614 3.424 0.746
H -1.832 2.057 -0.191
H -3.765 3.555 -0.056
H -3.976 5.128 1.877
H -2.219 5.151 3.607
H -0.128 4.645 4.337
H 0.989 3.704 3.331
H -0.026 2.882 4.505
H -2.104 0.414 2.355
H -3.003 -0.227 3.735
H -2.072 -1.318 2.711
H -1.861 -1.157 5.651
```

- 2S+1: 2
- Frontier orbital gap (spin up / spin down): 4.609 / 5.430 eV
- Charge: -2
- Energy above the lowest of the compared OMol25 structures with the same formula, charge and spin: 0.00 kcal per mole
- E_HOMO (spin up / spin down): -0.6126 / -1.4375 eV
- DFT total energy: -108345.915 eV
- E_LUMO (spin up / spin down): 4.00 / 3.99 eV
- Expectation value of S²: 0.762
- Maximum force: 0.66 eV/A

***

(2)
DFT (ωB97M-V/def2-TZVPD) results for C27H32AlBr2ClCs2F4KNNaO15PS as an isolated structure at a distorted geometry.

Structure (XYZ):
```
89
Properties=species:S:1:pos:R:3
C -4.060 -1.275 5.380
C -5.042 -0.026 5.551
O -5.793 0.286 4.345
P -4.827 1.067 3.167
O -3.477 1.320 3.739
C -5.528 2.744 2.631
C -4.842 3.380 1.319
C -3.299 3.233 1.256
C -2.319 4.158 1.847
C -0.881 3.855 1.720
C -0.374 2.664 1.031
C -1.361 1.751 0.405
C -2.774 2.067 0.535
C -0.971 0.508 -0.373
O -1.794 -0.384 -0.746
C 0.585 0.313 -0.744
C 0.999 -0.808 -1.743
C 2.500 -0.971 -2.010
C 3.500 -0.112 -1.346
C 4.963 -0.407 -1.674
Br 5.531 -0.701 -3.562
C 5.961 -0.528 -0.745
C 7.443 -0.879 -1.108
Br 5.607 -0.274 1.172
C 3.006 0.950 -0.436
C 1.572 1.190 -0.101
C 1.125 2.300 0.917
O 1.997 2.782 1.585
O -4.656 -0.055 1.878
C -5.835 -0.904 1.702
C -5.911 -1.313 0.142
H -3.034 -0.833 5.230
H -4.325 -1.784 4.415
H -4.075 -1.953 6.280
H -5.809 -0.363 6.311
H -4.531 0.853 6.018
H -6.656 2.568 2.358
H -5.547 3.425 3.524
H -5.290 2.896 0.383
H -5.110 4.478 1.323
H -2.653 5.076 2.377
H -0.094 4.534 2.152
H -3.509 1.367 0.055
H 0.179 -1.474 -2.239
H 2.839 -1.771 -2.709
H 7.445 -1.943 -1.488
H 8.080 -0.878 -0.180
H 7.883 -0.174 -1.862
H 3.755 1.606 0.075
H -5.649 -1.875 2.248
H -6.810 -0.411 1.985
H -6.166 -0.425 -0.518
H -6.600 -2.186 -0.028
H -4.883 -1.649 -0.188
K -7.907 0.348 2.815
O 3.805 3.714 4.905
S 3.756 4.900 4.031
O 4.181 4.531 2.664
O 4.660 5.934 4.558
O 2.373 5.417 3.986
Cs -0.652 -1.198 -3.521
N 4.454 1.010 -6.445
H 3.958 1.806 -6.039
H 3.799 0.453 -7.021
H 5.219 1.349 -7.034
H 4.835 0.419 -5.689
C -2.819 -1.627 9.087
O -2.724 -1.186 10.236
O -1.617 -1.656 8.426
O -3.827 -2.044 8.449
H -1.125 -1.288 9.183
F -3.002 -1.747 -9.941
Al -1.380 -1.095 -9.846
F -1.011 -0.671 -8.203
F -1.267 0.327 -10.856
F -0.242 -2.310 -10.405
Cs -7.766 2.570 -0.034
Na -4.602 -3.309 7.176
Cl 1.638 -1.607 -9.280
C 5.815 -4.780 -3.785
C 6.754 -3.872 -4.529
O 7.956 -4.632 -4.583
C 7.612 -5.944 -4.457
O 8.357 -6.853 -4.625
O 6.300 -6.076 -4.113
H 4.779 -4.661 -4.102
H 5.872 -4.645 -2.701
H 6.418 -3.669 -5.550
H 6.916 -2.925 -4.014
```

- Frontier orbital gap: 0.976 eV
- Charge: 0
- E_HOMO: -5.1069 eV
- DFT total energy: -272743.717 eV
- E_LUMO: -4.13 eV
- Maximum force: 14.47 eV/A

***

(3)
DFT (ωB97M-V/def2-TZVPD) results for C27H38B2F9HgN2O21PS as an isolated structure at a distorted geometry.

Structure (XYZ):
```
102
Properties=species:S:1:pos:R:3
Hg 8.280 14.611 17.942
O 14.486 14.732 23.899
C 13.577 14.488 23.112
O 12.424 14.958 23.045
B 11.473 14.120 22.233
O 12.364 13.039 21.751
C 13.615 13.155 22.277
O 14.511 12.324 22.177
O 10.887 14.886 21.081
C 9.650 14.555 20.950
O 8.886 14.955 20.141
C 9.309 13.597 22.106
O 10.332 13.564 22.928
O 8.266 13.007 22.298
O 12.925 15.651 17.544
C 13.016 14.423 17.685
O 14.071 13.727 17.969
B 13.586 12.321 18.009
O 12.143 12.342 17.877
C 11.678 13.591 17.697
O 10.512 13.877 17.441
O 14.325 11.440 17.040
C 15.255 10.859 17.664
O 16.112 10.134 17.146
C 15.038 10.999 19.245
O 13.891 11.804 19.343
O 15.773 10.590 20.202
P 5.039 14.015 20.097
F 6.397 14.170 19.241
F 4.158 15.017 19.148
F 4.571 13.027 18.924
F 3.678 13.651 20.953
F 5.928 12.917 20.875
F 5.433 15.168 21.138
C 9.344 9.896 18.607
F 10.428 10.077 19.460
F 9.756 10.205 17.347
F 8.882 8.627 18.664
S 7.923 11.180 18.993
O 8.380 12.545 18.792
O 6.724 10.849 18.208
O 7.711 10.904 20.429
C 8.322 19.395 18.376
C 7.492 18.124 18.078
C 6.073 18.448 17.599
C 6.081 19.053 16.172
C 6.743 18.164 15.157
C 8.162 17.676 15.593
N 8.150 17.237 17.094
O 9.430 16.833 17.475
C 8.594 16.457 14.828
C 9.158 18.929 15.368
C 7.358 17.433 19.433
H 9.364 19.280 18.674
H 7.858 19.814 19.268
H 8.208 20.263 17.727
H 5.494 17.533 17.474
H 5.685 19.197 18.289
H 6.363 20.105 16.218
H 5.034 19.010 15.872
H 6.886 18.686 14.210
H 6.090 17.345 14.856
H 7.832 15.715 15.066
H 8.532 16.600 13.749
H 9.587 16.103 15.104
H 9.419 19.166 14.336
H 8.684 19.795 15.830
H 10.119 18.784 15.861
H 8.251 17.401 20.057
H 6.880 16.454 19.385
H 6.587 17.920 20.029
H 9.851 17.651 17.748
C 7.005 11.021 14.213
C 7.249 12.560 14.096
C 6.821 13.066 12.622
C 5.307 12.990 12.659
C 4.748 13.942 13.695
C 5.049 13.581 15.167
N 6.591 13.365 15.171
O 6.991 13.179 16.437
C 4.629 14.893 15.935
C 4.132 12.289 15.399
C 8.805 12.919 14.105
H 5.956 10.808 14.422
H 7.433 10.670 15.152
H 7.539 10.449 13.455
H 7.198 14.042 12.315
H 7.008 12.312 11.857
H 5.016 11.943 12.741
H 4.876 13.176 11.675
H 3.709 14.110 13.410
H 5.313 14.830 13.413
H 5.491 15.222 16.517
H 4.441 15.805 15.369
H 3.785 14.680 16.590
H 4.743 11.554 15.922
H 3.254 12.557 15.987
H 3.631 11.852 14.535
H 9.352 12.232 13.459
H 9.217 12.810 15.109
H 9.055 13.895 13.689
H 6.630 12.352 16.765
```

- 2S+1: 2
- Frontier orbital gap (spin up / spin down): 6.065 / 2.591 eV
- Charge: -1
- E_HOMO (spin up / spin down): -6.4022 / -6.4022 eV
- DFT total energy: -124710.565 eV
- E_LUMO (spin up / spin down): -0.34 / -3.81 eV
- Expectation value of S²: 0.755
- Maximum force: 6.44 eV/A

***

(4)
DFT (ωB97M-V/def2-TZVPD) results for one molecule with the formula C27H23N3 at a distorted geometry.

Structure (XYZ):
```
53
Properties=species:S:1:pos:R:3
C 2.489 0.688 1.147
C 2.058 0.074 -0.229
C 3.218 -0.861 -0.589
N 4.017 -1.730 -0.796
C 1.995 1.119 -1.360
C 1.771 2.491 -1.126
C 2.052 3.473 -2.107
C 2.374 3.106 -3.432
C 2.702 4.140 -4.427
N 2.792 5.003 -5.216
C 2.368 1.734 -3.744
C 2.179 0.778 -2.718
H 1.864 1.607 1.241
H 2.291 0.007 2.029
H 3.598 0.926 1.235
H 1.388 2.851 -0.158
H 1.956 4.556 -1.876
H 2.478 1.423 -4.802
H 2.170 -0.267 -3.020
C -2.523 0.884 -3.479
N -2.091 0.514 -2.149
C -0.782 0.365 -1.810
C -0.653 -0.196 -0.548
C 0.636 -0.759 -0.058
C 0.481 -1.268 1.382
C -0.160 -0.480 2.356
C -0.256 -0.859 3.722
C 0.360 -2.017 4.201
C 0.138 -2.502 5.613
C 1.087 -2.758 3.256
C 1.144 -2.392 1.893
C -2.046 -0.371 -0.076
C -2.672 -1.074 0.961
C -4.060 -1.228 1.001
C -4.870 -0.788 -0.061
C -4.328 -0.089 -1.157
C -2.937 0.111 -1.088
H -3.581 1.110 -3.387
H -1.962 1.778 -3.815
H -2.377 0.075 -4.229
H -0.038 0.602 -2.545
H 0.919 -1.585 -0.771
H -0.590 0.490 2.039
H -0.822 -0.208 4.405
H 0.690 -3.416 5.772
H 0.554 -1.761 6.283
H -0.904 -2.652 5.906
H 1.598 -3.660 3.592
H 1.759 -2.990 1.206
H -2.060 -1.574 1.697
H -4.543 -1.747 1.852
H -5.942 -0.971 -0.020
H -4.931 0.298 -1.994
```

- Frontier orbital gap: 7.651 eV
- Charge: 0
- Energy above the lowest of the compared OMol25 structures with the same formula, charge and spin: 30.32 kcal per mole
- E_HOMO: -7.8828 eV
- DFT total energy: -32840.592 eV
- SMILES string: Cc1ccc([C@@H](c2cn(C)c3ccccc23)[C@@](C)(C#N)c2ccc(C#N)cc2)cc1
- E_LUMO: -0.23 eV
- Maximum force: 5.33 eV/A

***

(5)
DFT (ωB97M-V/def2-TZVPD) results for a 2-piece molecular cluster, C4H11NO3 overall at a distorted geometry.

Structure (XYZ):
```
19
Properties=species:S:1:pos:R:3
O -0.622 0.034 1.499
C 0.342 -0.627 1.271
O 0.801 -1.617 2.040
C 1.234 -0.477 0.072
C 0.487 -1.048 -1.251
C -0.696 -0.275 -1.632
N -0.430 0.919 -2.580
H 0.286 -1.922 2.756
H 2.129 -1.209 0.107
H 1.679 0.490 0.026
H 0.288 -2.081 -1.158
H 1.228 -1.135 -2.119
H -1.384 -0.019 -0.751
H -1.540 -0.888 -2.099
H 0.414 1.369 -2.435
H -1.191 1.616 -2.483
H -1.453 2.260 1.225
H -0.032 2.156 0.902
O -0.881 2.520 0.627
```

- Frontier orbital gap: 9.348 eV
- Charge: 0
- Energy above the lowest of the compared OMol25 structures with the same formula, charge and spin: 50.61 kcal per mole
- E_HOMO: -8.8210 eV
- DFT total energy: -11957.915 eV
- SMILES string: NCCCC(=O)O.O
- E_LUMO: 0.53 eV
- Maximum force: 7.12 eV/A

***

(6)
DFT (ωB97M-V/def2-TZVPD) results for a 2-piece molecular cluster, C2H7ClNPS overall at a distorted geometry.

Structure (XYZ):
```
13
Properties=species:S:1:pos:R:3
C -0.670 -1.432 0.491
C -0.665 -0.526 -0.792
N -0.131 1.473 1.034
P -1.076 1.064 -0.075
S -2.793 1.887 -0.539
Cl 4.615 0.414 -0.157
H -1.675 -1.213 1.068
H -0.690 -2.502 0.334
H 0.120 -1.009 0.920
H -1.305 -0.812 -1.526
H 0.389 -0.456 -1.101
H 4.133 0.805 -1.262
H -0.254 2.306 1.604
```

- 2S+1: 3
- Frontier orbital gap (spin up / spin down): 6.300 / 6.202 eV
- Charge: 0
- Energy above the lowest of the compared OMol25 structures with the same formula, charge and spin: 36.88 kcal per mole
- E_HOMO (spin up / spin down): -5.6846 / -9.5398 eV
- DFT total energy: -36320.033 eV
- E_LUMO (spin up / spin down): 0.62 / -3.34 eV
- Expectation value of S²: 2.009
- Maximum force: 5.72 eV/A

***

(7)
DFT (ωB97M-V/def2-TZVPD) results for C9H29NO7Y2 as an isolated structure at a distorted geometry.

Structure (XYZ):
```
48
Properties=species:S:1:pos:R:3
Y -0.080 4.119 -1.790
Y 1.514 3.961 1.575
O 0.635 2.669 -0.109
H 0.766 1.712 0.037
O 0.944 5.291 -0.188
H 0.731 6.229 -0.017
O 3.367 3.475 0.099
H 4.143 4.026 -0.008
H 3.520 2.731 -0.483
O -0.934 4.094 1.603
H -1.431 3.547 2.212
H -1.506 4.842 1.431
O 2.554 1.591 1.757
H 1.978 0.833 1.659
H 3.405 1.218 1.985
O -1.610 2.329 -1.669
H -2.565 2.312 -1.726
H -1.409 1.861 -0.859
C 0.789 -2.790 2.019
C 0.167 -1.903 0.990
C 1.250 -1.554 -0.059
C 0.946 -0.747 -1.279
C -0.163 -1.607 -1.994
C -1.324 -2.248 -1.137
N -0.882 -2.627 0.254
O -1.830 -3.263 1.004
C -2.354 -1.095 -0.937
C -1.918 -3.392 -1.999
C -0.394 -0.609 1.651
H 1.665 -2.278 2.417
H 1.159 -3.728 1.605
H 0.230 -3.087 2.906
H 2.072 -1.123 0.512
H 1.646 -2.516 -0.387
H 1.765 -0.533 -1.964
H 0.630 0.242 -0.946
H 0.438 -2.311 -2.569
H -0.527 -0.810 -2.642
H -1.920 -0.180 -0.536
H -2.793 -0.788 -1.886
H -3.019 -1.384 -0.123
H -1.799 -4.398 -1.595
H -2.996 -3.381 -2.164
H -1.397 -3.566 -2.940
H -0.757 0.253 1.091
H 0.196 -0.289 2.509
H -1.260 -1.045 2.149
H -1.641 -4.084 0.542
```

- 2S+1: 2
- Frontier orbital gap (spin up / spin down): 3.468 / 3.402 eV
- Charge: +3
- Energy above the lowest of the compared OMol25 structures with the same formula, charge and spin: 0.00 kcal per mole
- E_HOMO (spin up / spin down): -14.5862 / -14.5850 eV
- DFT total energy: -27685.706 eV
- E_LUMO (spin up / spin down): -11.12 / -11.18 eV
- Expectation value of S²: 0.751
- Maximum force: 4.12 eV/A

***

(8)
DFT (ωB97M-V/def2-TZVPD) results for a 2-piece molecular cluster, C9H14 overall at a distorted geometry.

Structure (XYZ):
```
23
Properties=species:S:1:pos:R:3
C 0.914 3.932 -0.681
C 2.159 3.000 -0.488
H 1.214 4.974 -0.673
H 0.483 3.748 -1.669
H 0.154 3.757 0.075
H 2.134 2.483 0.471
H 3.055 3.601 -0.573
H 2.176 2.294 -1.319
C -0.054 -3.890 0.617
C -1.528 0.048 0.081
C -2.312 -0.884 0.802
C -0.277 -0.296 -0.493
C -1.879 -2.169 0.914
C 0.198 -1.559 -0.306
C -0.587 -2.519 0.393
H -1.921 1.042 -0.071
H -3.240 -0.524 1.220
H 0.310 0.433 -1.036
H -2.462 -2.925 1.418
H 1.152 -1.850 -0.730
H -0.789 -4.667 0.419
H 0.297 -3.971 1.652
H 0.804 -4.058 -0.024
```

- 2S+1: 2
- Frontier orbital gap (spin up / spin down): 10.062 / 6.214 eV
- Charge: +1
- Energy above the lowest of the compared OMol25 structures with the same formula, charge and spin: 3.73 kcal per mole
- E_HOMO (spin up / spin down): -14.4813 / -14.4812 eV
- DFT total energy: -9551.280 eV
- E_LUMO (spin up / spin down): -4.42 / -8.27 eV
- Expectation value of S²: 0.768
- Maximum force: 1.21 eV/A

***

(9)
DFT (ωB97M-V/def2-TZVPD) results for a 2-piece molecular cluster, CH2FPS overall at a distorted geometry.

Structure (XYZ):
```
6
Properties=species:S:1:pos:R:3
C -1.227 0.646 -0.448
F 1.460 -1.815 0.162
P 1.717 -0.239 -0.172
S -2.279 -0.256 0.273
H -1.360 1.547 -1.010
H 1.689 0.117 1.195
```

- Frontier orbital gap (spin up / spin down): 7.491 / 7.588 eV
- Charge: 0
- Energy above the lowest of the compared OMol25 structures with the same formula, charge and spin: 73.00 kcal per mole
- E_HOMO (spin up / spin down): -8.1302 / -8.1765 eV
- DFT total energy: -23907.574 eV
- E_LUMO (spin up / spin down): -0.64 / -0.59 eV
- Maximum force: 1.31 eV/A